{"formula": "C10H9N5", "method": "ωB97M-V with the def2-TZVPD basis set", "orbital_gap_ev": [8.079, 7.154], "de_lowest_kj_mol": 317.9, "fmax_ev_per_a": 2.97, "charge": 0, "total_energy_ev": -17961.32203, "e_homo_ev": [-7.7691, -8.9109], "species": ["C", "C", "C", "C", "C", "C", "C", "C", "C", "C", "N", "N", "N", "N", "N", "H", "H", "H", "H", "H", "H", "H", "H", "H"], "coordinates": [[3.610, -0.456, -0.017], [3.386, 0.827, 0.473], [2.537, -1.179, -0.556], [2.108, 1.376, 0.307], [1.222, -0.652, -0.645], [-0.532, 2.710, -0.025], [0.983, 0.694, -0.241], [-0.305, 1.305, -0.118], [-1.451, 0.513, 0.117], [-3.312, -2.385, 0.070], [-1.524, 3.340, 0.302], [-3.501, 0.011, 0.652], [-1.543, -0.794, -0.005], [-2.734, 1.015, 0.449], [-2.842, -1.058, 0.289], [4.629, -0.730, -0.171], [4.202, 1.331, 0.968], [2.662, -2.229, -0.935], [1.910, 2.369, 0.736], [0.324, -1.283, -1.082], [0.120, 3.420, -0.569], [-3.456, -2.942, 0.989], [-4.106, -2.392, -0.627], [-2.388, -2.811, -0.361]], "mulliken_charge": [-0.43, -0.71, -0.43, -0.29, -0.19, -0.08, 0.65, 0.22, 0.29, -0.74, -0.54, -0.79, -0.35, -0.15, 0.65, 0.38, 0.38, 0.29, 0.30, 0.24, 0.40, 0.29, 0.31, 0.29]}


{"formula": "H10O5", "method": "ωB97M-V with the def2-TZVPD basis set", "orbital_gap_ev": 9.726, "de_lowest_kj_mol": 155.1, "fmax_ev_per_a": 2.69, "charge": 0, "total_energy_ev": -10399.24195, "smiles": "O.O.O.O.O", "e_homo_ev": -10.0520, "species": ["O", "H", "H", "O", "H", "H", "O", "H", "H", "O", "H", "H", "O", "H", "H"], "coordinates": [[-24.087, -28.758, -13.496], [-23.918, -28.815, -12.565], [-24.194, -29.636, -13.761], [-21.733, -30.297, -15.342], [-21.008, -30.246, -14.719], [-22.408, -30.706, -14.857], [-21.497, -29.893, -12.607], [-22.235, -30.003, -11.979], [-21.016, -30.691, -12.543], [-23.695, -31.655, -14.177], [-24.035, -32.508, -14.379], [-23.289, -31.814, -13.326], [-22.556, -32.330, -11.691], [-21.993, -33.023, -12.025], [-22.369, -32.359, -10.737]], "mulliken_charge": [-0.58, 0.26, 0.33, -0.64, 0.27, 0.44, -0.58, 0.25, 0.32, -0.67, 0.29, 0.40, -0.71, 0.32, 0.30]}


{"formula": "C3H5NOS", "method": "ωB97M-V with the def2-TZVPD basis set", "orbital_gap_ev": 9.364, "de_lowest_kj_mol": 694.2, "fmax_ev_per_a": 5.81, "charge": 0, "total_energy_ev": -17558.07222, "e_homo_ev": -9.0791, "species": ["C", "C", "C", "H", "H", "H", "H", "H", "N", "O", "S"], "coordinates": [[-0.906, -1.590, 1.021], [-0.110, -0.524, 0.523], [0.682, 1.108, -0.867], [-1.952, -1.746, 0.389], [0.156, -2.527, 0.752], [-1.002, -1.585, 2.599], [0.251, -0.082, 1.464], [0.805, 2.138, -1.108], [1.622, 0.225, -0.714], [0.862, -0.962, -0.365], [-0.906, 0.997, -0.015]], "mulliken_charge": [-0.87, 0.36, -0.07, 0.24, 0.24, 0.26, 0.13, 0.39, -0.38, -0.18, -0.12]}


{"formula": "C28H24CoN3O2PS", "method": "ωB97M-V with the def2-TZVPD basis set", "orbital_gap_ev": [7.793, 7.894], "de_lowest_kj_mol": 169.4, "fmax_ev_per_a": 0.82, "charge": 0, "total_energy_ev": -95740.95741, "s_squared": 1.097, "multiplicity": 2, "e_homo_ev": [-7.8485, -8.1495], "species": ["Co", "S", "C", "C", "C", "C", "C", "C", "C", "C", "C", "N", "H", "H", "H", "H", "H", "H", "O", "C", "O", "C", "C", "C", "C", "C", "C", "P", "C", "C", "C", "C", "C", "C", "C", "C", "C", "C", "C", "C", "H", "H", "H", "H", "H", "H", "H", "H", "H", "H", "H", "H", "H", "H", "N", "N", "H", "H", "H", "H"], "coordinates": [[-0.163, 1.550, 0.535], [1.063, 4.728, -2.126], [2.248, 3.504, -2.290], [1.956, 2.388, -1.562], [0.732, 2.493, -0.841], [0.150, 3.722, -1.064], [-1.073, 4.069, -0.370], [-1.785, 5.260, -0.491], [-2.942, 5.429, 0.243], [-3.384, 4.414, 1.084], [-2.629, 3.260, 1.156], [-1.510, 3.088, 0.455], [3.109, 3.675, -2.917], [2.601, 1.519, -1.540], [-1.428, 6.036, -1.154], [-3.505, 6.349, 0.159], [-4.283, 4.516, 1.674], [-2.916, 2.440, 1.804], [2.725, 0.990, 3.354], [2.082, 0.784, 2.341], [0.874, 1.190, 2.145], [2.761, -0.004, 1.216], [4.150, -0.041, 1.257], [4.885, -0.711, 0.293], [4.228, -1.382, -0.726], [2.841, -1.374, -0.770], [2.095, -0.683, 0.184], [0.264, -0.687, 0.126], [-0.143, -1.850, 1.460], [-1.028, -1.467, 2.463], [-1.312, -2.325, 3.515], [-0.714, -3.576, 3.569], [0.180, -3.961, 2.580], [0.471, -3.097, 1.536], [-0.128, -1.512, -1.446], [0.097, -0.769, -2.605], [-0.231, -1.287, -3.847], [-0.806, -2.548, -3.945], [-1.049, -3.285, -2.795], [-0.711, -2.770, -1.550], [4.635, 0.475, 2.074], [5.966, -0.714, 0.342], [4.785, -1.918, -1.484], [2.341, -1.912, -1.564], [-1.478, -0.483, 2.434], [-1.987, -2.010, 4.300], [-0.932, -4.244, 4.392], [0.662, -4.929, 2.629], [1.196, -3.389, 0.784], [0.527, 0.225, -2.531], [-0.047, -0.702, -4.739], [-1.068, -2.951, -4.914], [-1.501, -4.266, -2.865], [-0.904, -3.352, -0.658], [-3.774, -1.862, 0.336], [-2.898, -0.769, -0.092], [-3.587, -1.959, 1.332], [-3.339, -2.697, -0.051], [-3.031, -0.694, -1.098], [-3.339, 0.078, 0.261]], "mulliken_spin": [1.03, 0.00, -0.01, 0.05, -0.08, -0.03, 0.02, -0.01, 0.01, -0.01, 0.02, -0.05, 0.00, 0.00, 0.00, 0.00, 0.00, 0.00, 0.01, -0.01, 0.04, 0.01, 0.00, 0.00, 0.00, 0.00, -0.01, 0.02, 0.00, -0.01, 0.00, 0.00, 0.00, 0.00, -0.01, 0.01, 0.00, 0.00, 0.00, 0.00, 0.00, 0.00, 0.00, 0.00, 0.00, 0.00, 0.00, 0.00, 0.00, 0.00, 0.00, 0.00, 0.00, 0.00, 0.00, 0.00, 0.00, 0.00, 0.00, 0.00]}